[1]
72
Properties=species:S:1:pos:R:3:forces:R:3 method="wB97M-V/def2-TZVPD" e_homo_ev=-8.149 total_energy_ev=-62233.60920 orbital_gap_ha=0.3053
Au 0.346989 1.238116 -1.235108 0.05 0.29 -0.13
N 1.969063 -1.279714 -1.156151 0.16 -0.17 -0.13
C 1.496216 -2.157181 -2.133366 0.13 0.18 0.26
C 2.388751 -2.916712 -2.893502 0.03 -0.02 -0.07
C 1.934905 -3.750162 -3.898995 -0.05 0.05 0.04
C 0.572945 -3.852859 -4.159216 0.05 0.03 0.05
C -0.312454 -3.091828 -3.414880 -0.04 0.00 -0.01
C 0.124384 -2.223700 -2.412888 -0.24 -0.05 -0.07
P -1.017930 -1.153941 -1.449843 -0.26 -0.33 -0.18
C -2.645375 -1.936848 -1.761692 0.01 -0.03 -0.05
C -3.410736 -1.735641 -2.908119 -0.01 0.02 -0.05
C -4.628974 -2.379719 -3.067045 0.01 -0.01 0.01
C -5.094195 -3.241848 -2.082848 0.05 0.02 0.02
C -4.340457 -3.449100 -0.936392 -0.01 0.00 -0.01
C -3.128844 -2.792213 -0.773859 -0.01 0.01 0.01
C -1.131831 0.335707 -2.569702 -0.13 -0.22 0.09
C -0.240521 0.570580 -3.633835 0.10 0.01 0.04
C -0.457370 1.628668 -4.524883 0.06 -0.03 0.11
C -1.545981 2.455675 -4.360163 -0.09 0.04 0.03
C -2.415184 2.275907 -3.278634 0.05 0.03 -0.08
C -2.205175 1.249771 -2.386094 0.09 -0.03 0.08
H 2.963979 -1.326253 -0.995076 -0.02 -0.02 0.04
H 1.459397 -1.268115 -0.280887 -0.03 0.02 -0.01
H 3.448033 -2.853195 -2.674354 0.01 0.00 0.00
H 2.645394 -4.332804 -4.471291 0.00 0.00 0.00
H 0.205050 -4.517194 -4.928881 0.00 0.00 -0.01
H -1.371178 -3.175310 -3.622303 -0.02 0.02 0.02
H -3.053095 -1.073496 -3.688563 -0.01 0.00 0.00
H -5.213009 -2.212524 -3.962872 0.00 0.00 0.00
H -6.044001 -3.744805 -2.207132 -0.01 -0.01 0.00
H -4.701119 -4.112745 -0.161571 0.00 -0.01 0.01
H -2.553688 -2.939129 0.133242 0.01 0.00 0.00
H 0.573065 -0.124125 -3.805052 -0.03 -0.01 -0.04
H 0.230312 1.782103 -5.345157 0.01 0.00 0.00
H -1.718244 3.262865 -5.059943 -0.02 0.01 0.00
H -3.250201 2.948427 -3.135808 0.00 0.01 0.00
H -2.879284 1.109517 -1.548899 0.00 -0.02 -0.01
O 1.496903 1.943489 0.240453 0.23 0.21 0.10
Si 1.337254 1.630021 1.812956 -0.05 0.02 -0.07
C 1.559939 -0.193371 2.228729 -0.12 -0.13 0.07
C 0.507618 -1.091665 2.001674 0.03 0.03 0.04
C 0.652071 -2.451173 2.243559 0.03 0.01 -0.01
C 1.854106 -2.942394 2.738784 -0.04 0.00 -0.01
C 2.902029 -2.069586 2.990825 0.02 0.04 -0.04
C 2.754217 -0.710442 2.735460 0.00 -0.06 -0.10
C -0.381047 2.086705 2.424984 -0.10 0.01 -0.02
C -0.925005 1.550459 3.595434 -0.02 0.02 -0.03
C -2.202624 1.889133 4.019877 0.01 0.01 -0.03
C -2.970315 2.769821 3.269865 -0.02 0.00 0.02
C -2.452823 3.315536 2.103800 0.06 -0.03 0.01
C -1.169932 2.977093 1.690143 -0.01 0.01 0.07
C 2.653549 2.584929 2.737255 0.07 0.12 0.00
C 3.656218 3.252315 2.030050 0.01 0.00 0.10
C 4.649239 3.961751 2.696378 -0.03 -0.03 -0.03
C 4.652640 4.017046 4.082101 0.00 0.01 0.02
C 3.660940 3.364558 4.803457 0.00 -0.01 -0.05
C 2.673407 2.657813 4.132836 0.01 -0.01 -0.02
H -0.442047 -0.720859 1.627309 0.05 -0.01 0.03
H -0.172218 -3.127487 2.051434 -0.01 -0.01 0.00
H 1.969588 -4.001125 2.933820 0.00 -0.01 0.00
H 3.837292 -2.446486 3.385657 0.01 0.00 0.00
H 3.585736 -0.042631 2.929383 0.00 0.03 0.03
H -0.349607 0.840389 4.180122 0.01 -0.01 0.00
H -2.602623 1.460600 4.930282 -0.01 0.00 0.01
H -3.970075 3.029592 3.595000 0.00 0.01 0.00
H -3.046693 4.007901 1.519766 0.00 0.00 -0.01
H -0.770990 3.416587 0.782412 0.02 -0.03 -0.02
H 3.648401 3.214604 0.947704 -0.01 0.00 -0.02
H 5.419515 4.473848 2.133087 0.00 0.00 0.00
H 5.424745 4.570825 4.601604 0.00 0.00 0.00
H 3.657509 3.409578 5.885232 0.00 0.00 0.01
H 1.903466 2.156454 4.710356 -0.02 0.00 0.00

***

[2]
81
Properties=species:S:1:pos:R:3:forces:R:3 method="wB97M-V/def2-TZVPD" e_homo_ev="-4.001 / -5.143" total_energy_ev=-151383.83517 orbital_gap_ha="0.2320 / 0.2633" s_squared=6.07 charge=-1 spin_multiplicity=5
Cr -0.152368 0.013905 -0.311055 0.19 0.23 0.13
S -0.321712 0.412003 2.161199 -0.04 -0.05 0.03
P -0.479811 2.269938 1.341478 0.04 -0.04 0.00
C -0.030595 2.187658 -0.271360 0.04 -0.08 -0.07
P 1.575959 2.110655 -0.774838 -0.08 0.08 0.00
S 2.250844 0.221027 -0.437096 -0.03 0.00 -0.05
C 2.708504 3.338071 -0.049416 0.04 -0.05 0.06
C 3.404869 3.037035 1.117843 -0.01 0.03 -0.03
C 4.197629 4.000985 1.723115 -0.01 0.01 0.00
C 4.303418 5.267149 1.162948 -0.01 -0.02 0.02
C 3.614573 5.569919 -0.003045 -0.02 -0.01 -0.03
C 2.816834 4.608941 -0.608711 0.06 0.00 0.06
C 1.697387 2.472459 -2.547210 0.02 0.01 -0.02
C 2.827615 2.086066 -3.265354 -0.03 0.01 -0.01
C 2.931311 2.396993 -4.610572 -0.01 0.03 0.00
C 1.907419 3.095213 -5.244380 0.03 -0.02 0.02
C 0.784568 3.481239 -4.530534 -0.03 -0.03 0.04
C 0.676884 3.170900 -3.178623 0.04 0.00 -0.02
C 0.348800 3.487443 2.412592 -0.01 0.01 0.01
C 0.423082 4.809338 1.975596 0.03 0.00 0.05
C 1.040805 5.767313 2.762994 0.00 -0.01 -0.06
C 1.579124 5.413970 3.994361 0.01 -0.02 0.02
C 1.504441 4.100652 4.432632 -0.02 -0.01 -0.01
C 0.893361 3.135190 3.640857 0.02 0.05 -0.02
C -2.218433 2.784346 1.456113 -0.03 0.04 -0.04
C -2.840603 2.887137 2.697841 -0.06 0.02 -0.02
C -4.175599 3.250730 2.776999 0.04 -0.01 0.02
C -4.893005 3.509802 1.613947 0.01 0.00 -0.02
C -4.274058 3.405999 0.376969 0.00 0.00 0.01
C -2.934361 3.045322 0.293782 0.01 0.00 0.04
H 3.322414 2.042493 1.541045 -0.01 0.01 0.01
H 4.731802 3.763105 2.634627 0.00 0.00 -0.01
H 4.923494 6.018639 1.636388 0.00 0.00 0.00
H 3.702135 6.554601 -0.446045 -0.01 0.00 0.00
H 2.286483 4.841773 -1.523616 -0.01 0.02 -0.01
H 3.609247 1.518727 -2.772984 -0.01 -0.01 -0.01
H 3.799884 2.076634 -5.172206 -0.01 0.00 0.00
H 1.978399 3.317649 -6.302299 0.01 0.00 0.00
H -0.024736 3.999443 -5.029422 0.00 0.00 0.00
H -0.205774 3.433624 -2.607243 -0.02 -0.02 -0.02
H 0.004896 5.078437 1.012250 0.00 0.00 -0.01
H 1.110334 6.789541 2.412336 0.00 0.00 0.00
H 2.063460 6.164227 4.607580 0.00 -0.01 0.00
H 1.926835 3.821744 5.390245 0.00 0.00 0.00
H 0.847475 2.102620 3.964891 0.00 0.00 0.00
H -2.279563 2.673240 3.600917 0.00 0.00 0.01
H -4.659051 3.329194 3.742994 0.00 0.00 0.00
H -5.937676 3.789556 1.675808 0.00 0.00 0.00
H -4.834152 3.595701 -0.530072 0.00 0.00 0.00
H -2.437597 2.930789 -0.664152 -0.01 -0.01 0.01
Cl -2.763339 -0.218887 -0.398456 -0.11 -0.02 0.02
C -3.211301 -1.199707 1.014049 0.12 -0.05 -0.05
Cl -3.591483 -2.867523 0.562893 -0.02 0.02 0.02
H -4.093246 -0.752611 1.455411 -0.02 0.03 0.00
H -2.368796 -1.193844 1.695748 -0.02 -0.02 -0.01
N 1.398513 -2.519409 1.420080 0.01 0.01 -0.01
C 0.537691 -2.851430 0.411156 0.03 0.10 0.10
O -0.211983 -1.949043 -0.092356 -0.10 -0.12 -0.05
C 0.485250 -4.185156 -0.027574 -0.02 -0.01 -0.04
I 2.963534 -4.316614 -1.368039 0.01 -0.01 0.00
H 1.551996 -1.528597 1.549912 0.00 -0.02 0.00
H 2.233067 -3.085525 1.463891 0.00 -0.01 0.00
H -0.189321 -4.424267 -0.833042 0.00 -0.01 0.01
H 0.858928 -4.973623 0.603823 0.00 0.00 0.00
O -2.063795 1.110047 -2.753169 -0.15 0.01 0.03
C -1.054290 0.481989 -3.054296 0.00 0.20 0.04
O -0.252954 -0.099682 -2.234225 0.14 -0.23 0.08
C -0.618232 0.383548 -4.487586 -0.09 0.06 -0.13
C -1.433860 0.922427 -5.474357 0.07 -0.02 -0.03
C -1.040375 0.943398 -6.814091 0.00 0.00 0.02
C 0.193659 0.409359 -7.095512 -0.01 -0.04 0.05
O 0.843311 0.351677 -8.306080 0.01 0.05 -0.08
C 1.966199 -0.495214 -8.072207 -0.01 0.00 -0.01
O 2.193454 -0.533309 -6.675569 0.08 0.00 0.02
C 1.001293 -0.132147 -6.111867 -0.05 -0.02 -0.05
C 0.628367 -0.170414 -4.795916 0.08 -0.05 0.02
H -2.382069 1.343306 -5.170083 -0.01 0.00 0.01
H -1.664003 1.365784 -7.590358 0.00 0.00 0.00
H 2.839657 -0.083762 -8.574233 0.01 0.02 0.00
H 1.740950 -1.503824 -8.440009 -0.04 -0.02 0.02
H 1.258885 -0.581282 -4.018150 -0.02 0.02 -0.02